# 1
H16KrO8 as an isolated structure, computed with ωB97M-V with the def2-TZVPD basis set.

highest occupied orbital energy	-10.1329	eV
DFT total energy	-91569.224	eV
gap between HOMO and LUMO	10.247	eV
charge	0
energy relative to the best compared isomer or geometry (same formula, charge and spin)	50.4	kJ/mol

Element x y z (Å)
1 Kr 0.64757 -1.18209 -10.79552
2 O -3.16272 -1.03322 -11.68619
3 H -2.95666 -0.21020 -12.12936
4 H -4.11086 -1.12538 -11.77985
5 O 2.64590 -0.26320 -7.82586
6 H 3.39727 0.32274 -7.73456
7 H 2.13952 0.10678 -8.54899
8 O -2.54699 0.12234 -9.05708
9 H -2.51565 -0.39665 -9.86075
10 H -2.69563 1.01934 -9.35629
11 O -0.38572 -1.28159 -7.54272
12 H -0.93962 -0.64302 -7.99179
13 H 0.00567 -1.79753 -8.24758
14 O -0.15436 -3.95584 -12.46442
15 H 0.70632 -4.26201 -12.75028
16 H -0.49407 -4.66732 -11.92161
17 O 2.84491 1.43357 -10.61984
18 H 3.53697 1.08709 -11.18305
19 H 2.60328 2.26785 -11.02212
20 O 1.92921 -2.81220 -8.41872
21 H 2.18060 -3.20002 -7.58049
22 H 2.19288 -1.89480 -8.34738
23 O 1.85901 -0.64905 -13.87507
24 H 2.40635 -1.29214 -13.42441
25 H 1.68711 0.02362 -13.21613



# 2
A 3-piece molecular cluster, C21H33N4OP overall, computed with ωB97M-V with the def2-TZVPD basis set.

highest occupied orbital energy	-8.1680	eV
DFT total energy	-39605.005	eV
gap between HOMO and LUMO	8.906	eV
charge	0
energy relative to the best compared isomer or geometry (same formula, charge and spin)	0.0	kJ/mol

Element x y z (Å)
1 C -1.09319 1.11456 0.05930
2 C -0.03902 0.81034 -0.40757
3 C 1.23918 0.36383 -0.97449
4 N 1.97324 1.55396 -1.43067
5 C 1.04545 -0.60710 -2.16762
6 C -0.28730 -0.53679 -2.91572
7 C -1.44742 -1.27831 -2.28652
8 C -1.30209 -2.54455 -1.73330
9 C -2.38283 -3.19703 -1.16408
10 C -3.62520 -2.59009 -1.14050
11 C -3.78965 -1.33099 -1.69973
12 C -2.70565 -0.68447 -2.26525
13 C 2.01532 -0.40991 0.15380
14 O 1.62981 -0.07644 1.46562
15 C 2.55046 0.67330 2.22033
16 P 1.85196 2.33225 2.49552
17 N 2.11235 3.30672 1.29676
18 H -2.02624 1.33607 0.51452
19 H 2.55620 1.94969 -0.70364
20 H 2.52519 1.35712 -2.25155
21 H 1.82152 -0.35900 -2.89266
22 H 1.23136 -1.63662 -1.87665
23 H -0.12282 -0.99573 -3.89493
24 H -0.58186 0.49308 -3.10527
25 H -0.33412 -3.02614 -1.74763
26 H -2.23250 -4.17939 -0.74238
27 H -4.46857 -3.09909 -0.69679
28 H -4.75098 -0.83821 -1.68738
29 H -2.82470 0.30262 -2.69088
30 H 3.08677 -0.24811 0.02776
31 H 1.82271 -1.47552 0.03412
32 H 3.49738 0.84940 1.70824
33 H 2.71724 0.15888 3.17118
34 H 2.47404 2.75706 3.68859
35 H 0.49643 2.09622 2.77743
36 H 1.25389 3.64419 0.88276
37 C -2.51164 -3.82049 -5.07358
38 C -1.57567 -4.91114 -5.58418
39 C -1.95744 -6.30888 -5.07869
40 C -1.90980 -6.37467 -3.61936
41 N -1.86517 -6.42560 -2.47408
42 H -2.48126 -3.74254 -3.98558
43 H -2.22604 -2.84974 -5.47889
44 H -3.54325 -4.01824 -5.37149
45 H -0.55129 -4.68771 -5.27997
46 H -1.58806 -4.92674 -6.67542
47 H -1.27872 -7.06414 -5.47585
48 H -2.96805 -6.56625 -5.39997
49 C 3.01690 5.94344 6.97687
50 C 1.53460 5.90742 7.32835
51 C 0.77434 4.80479 6.58204
52 C 0.84578 4.99224 5.13310
53 N 0.90586 5.16797 4.00030
54 H 3.16771 6.16014 5.91867
55 H 3.52786 6.71752 7.54860
56 H 3.49700 4.98868 7.20023
57 H 1.07973 6.87306 7.10194
58 H 1.41447 5.74143 8.40016
59 H -0.27685 4.79715 6.87143
60 H 1.19288 3.82559 6.82231



# 3
A single C25H22N2O7S molecule, computed with ωB97M-V with the def2-TZVPD basis set.

highest occupied orbital energy	-8.3449	eV
DFT total energy	-54431.270	eV
gap between HOMO and LUMO	8.264	eV
charge	0
energy relative to the best compared isomer or geometry (same formula, charge and spin)	0.0	kJ/mol

Element x y z (Å)
1 C -5.88583 -4.56221 2.85801
2 C -4.80258 -4.08550 1.91598
3 O -4.41618 -4.72263 0.96199
4 N -4.32527 -2.85592 2.26175
5 C -3.30262 -2.10298 1.68765
6 C -2.55442 -2.54016 0.65799
7 C -1.36985 -1.92876 0.06471
8 C -0.33572 -1.39300 0.83872
9 C 0.79571 -0.86225 0.24976
10 C 0.91920 -0.86944 -1.13369
11 C -0.08796 -1.42085 -1.92018
12 C -1.21335 -1.95059 -1.32325
13 H -1.99146 -2.38260 -1.93459
14 H 0.03020 -1.43014 -2.99212
15 O 2.01547 -0.34380 -1.77006
16 S 3.44277 -0.24481 -0.96952
17 O 3.69844 -1.50699 -0.35035
18 O 3.43657 0.92524 -0.14900
19 C 4.45318 -0.01347 -2.40552
20 C 4.92878 -1.12514 -3.07094
21 C 5.68570 -0.94897 -4.21528
22 C 5.96375 0.32974 -4.69245
23 C 5.47122 1.43222 -3.99982
24 C 4.71292 1.26495 -2.85399
25 H 4.32501 2.10194 -2.29629
26 H 5.68389 2.42712 -4.36187
27 C 6.80322 0.51197 -5.91793
28 H 7.85883 0.49109 -5.64656
29 H 6.59662 1.46647 -6.39457
30 H 6.62664 -0.28866 -6.63194
31 H 6.06613 -1.80904 -4.74611
32 H 4.70509 -2.10339 -2.67671
33 H 1.59059 -0.44888 0.84841
34 H -0.41541 -1.40775 1.91568
35 H -2.84055 -3.48958 0.22446
36 C -3.23353 -0.77496 2.38586
37 O -3.75914 -0.63818 3.47797
38 N -2.64484 0.22132 1.67687
39 C -2.38967 1.53644 2.05617
40 C -1.62476 2.31677 1.18450
41 C -1.34736 3.62896 1.49199
42 C -1.82715 4.19009 2.67616
43 C -2.58207 3.40845 3.54758
44 C -2.86383 2.09250 3.24343
45 H -3.44717 1.48913 3.91828
46 H -2.94991 3.84068 4.46455
47 C -1.51833 5.60342 2.96415
48 O -0.90397 6.33797 2.22946
49 O -1.99518 6.02584 4.14820
50 H -1.75900 6.95727 4.27776
51 H -0.75688 4.24276 0.82954
52 H -1.24709 1.87912 0.27097
53 H -2.26183 -0.03857 0.77622
54 H -4.71024 -2.39502 3.08358
55 H -6.71341 -3.85639 2.86715
56 H -6.24418 -5.53337 2.52987
57 H -5.48916 -4.64748 3.86735



# 4
A single C5H12O molecule, computed with ωB97M-V with the def2-TZVPD basis set.

highest occupied orbital energy	-10.2015	eV
DFT total energy	-7426.958	eV
gap between HOMO and LUMO	11.202	eV
charge	0
energy relative to the best compared isomer or geometry (same formula, charge and spin)	34.0	kJ/mol

Element x y z (Å)
1 C -1.21904 0.73604 -1.07139
2 C -0.58993 -0.34149 -0.18997
3 C -1.62872 -0.94293 0.75283
4 C 0.61065 0.16715 0.61439
5 C 1.85819 0.51043 -0.21654
6 O 3.05087 0.09060 0.42209
7 H -0.50552 1.12168 -1.80837
8 H -1.56955 1.57747 -0.46103
9 H -2.08471 0.33895 -1.61549
10 H -0.22614 -1.14222 -0.85138
11 H -2.01251 -0.17735 1.43811
12 H -1.19144 -1.74654 1.35661
13 H -2.47939 -1.35473 0.19940
14 H 0.30834 1.02546 1.23241
15 H 0.90374 -0.62677 1.31729
16 H 1.97799 1.58926 -0.36352
17 H 1.78486 0.04644 -1.21488
18 H 3.01231 -0.87143 0.45944



# 5
C21H33Cl2MnN4O3S as an isolated structure, computed with ωB97M-V with the def2-TZVPD basis set.

highest occupied orbital energy (spin up / spin down)	-7.0292 / -7.2505	eV
DFT total energy	-101613.498	eV
gap between HOMO and LUMO (spin up / spin down)	5.823 / 6.893	eV
charge	0
2S+1	5
energy relative to the best compared isomer or geometry (same formula, charge and spin)	399.7	kJ/mol

Element x y z (Å)
1 O 1.48799 2.51733 -0.88191
2 C 1.61340 1.75986 -1.85065
3 C 0.76155 1.65617 -3.02149
4 C -0.63902 1.64542 -3.04586
5 H -1.24522 1.27216 -2.22710
6 C -1.29347 2.20870 -4.14844
7 H -2.40248 2.39162 -4.15761
8 C -0.51233 2.62363 -5.26046
9 H -0.99073 3.11392 -6.12551
10 C 0.88054 2.36605 -5.30148
11 H 1.49328 2.68301 -6.17077
12 C 1.48237 1.78350 -4.19190
13 H 2.54932 1.59443 -4.18155
14 H 2.39903 0.92667 -1.88918
15 C 2.79575 -1.51098 -1.19217
16 C 1.31345 -1.46164 -1.38126
17 H 3.36943 -1.89762 -2.06769
18 H 2.90405 -2.24957 -0.38155
19 H 3.37526 -0.65537 -0.81647
20 C 0.66341 -1.69205 -2.57988
21 C 1.04635 -2.94373 -3.31605
22 H -0.09019 -1.03758 -3.03660
23 H 1.38167 -2.66916 -4.32686
24 H 0.20361 -3.61936 -3.37933
25 H 1.84215 -3.43323 -2.77168
26 Mn -0.06328 -2.21296 -0.41501
27 Cl -1.67700 -0.75707 -0.95835
28 Cl 0.03913 -4.40512 -0.23770
29 H -1.79684 4.72256 0.06031
30 H -3.43706 3.15991 1.43365
31 C -1.51613 3.76922 -0.41366
32 C -2.92807 2.29485 0.98305
33 N -1.60615 2.68059 0.54154
34 H -0.48391 3.83260 -0.78397
35 C -0.50098 2.26977 1.23268
36 O -0.46093 1.32060 2.01537
37 H -2.84398 1.48035 1.71608
38 H 0.38181 2.90458 1.00906
39 H -2.18807 3.59140 -1.25636
40 H -3.53212 1.97878 0.12460
41 H 3.65582 -1.35319 4.18519
42 H 4.01954 1.29457 4.11574
43 C 3.81050 -1.26940 3.09934
44 C 4.04353 1.18512 3.02392
45 N 3.31711 -0.00071 2.62109
46 H 3.29743 -2.09096 2.58962
47 C 2.29784 0.06170 1.74499
48 O 1.71781 -0.97383 1.33890
49 H 3.58871 2.06404 2.55240
50 H 2.00109 1.08045 1.42000
51 H 4.89220 -1.33182 2.92983
52 H 5.08985 1.10437 2.71050
53 C -2.78325 -2.32146 4.87400
54 N -3.28250 -2.43947 3.49546
55 C -4.57516 -2.73979 3.10845
56 C -4.56866 -2.75117 1.76429
57 N -3.28612 -2.46028 1.33523
58 C -2.46424 -2.23947 2.40890
59 S -0.85880 -1.76548 2.40307
60 H -2.07888 -3.13106 5.10040
61 H -2.28709 -1.35507 5.00387
62 H -3.64977 -2.38956 5.55534
63 H -5.36210 -2.89968 3.83132
64 H -5.35114 -2.96448 1.05375
65 H -2.95930 -2.31561 0.38655



# 6
A single C12H13NO2 molecule, computed with ωB97M-V with the def2-TZVPD basis set.

highest occupied orbital energy	-7.4368	eV
DFT total energy	-18233.358	eV
gap between HOMO and LUMO	7.694	eV
charge	0
energy relative to the best compared isomer or geometry (same formula, charge and spin)	766.5	kJ/mol

Element x y z (Å)
1 C 2.35158 -1.88175 -1.34216
2 C 1.08702 -2.09408 -1.85391
3 C 2.80243 -0.72928 -0.78646
4 C 0.16119 -1.16431 -1.51409
5 C 1.81653 0.31557 -0.55290
6 C 0.34033 -0.08526 -0.60810
7 C 2.26183 1.51908 -0.22090
8 C -0.86040 0.66107 -0.33388
9 C -0.52879 -0.16895 0.76815
10 C 0.04170 0.49236 2.06238
11 C -1.24510 -1.45785 1.07941
12 C -2.58733 2.22593 0.21129
13 N -1.54274 1.70797 -0.70205
14 O 2.72849 2.43403 0.29571
15 O -1.26468 2.32494 -1.71909
16 H 3.12384 -2.64934 -1.63768
17 H 0.84870 -2.98283 -2.36682
18 H 3.74505 -0.72381 -0.36876
19 H -0.76325 -1.24159 -2.15745
20 H 0.40462 1.38239 1.67609
21 H 0.85435 -0.07052 2.49376
22 H -0.83021 0.61063 2.70260
23 H -1.49306 -2.01695 0.20546
24 H -2.25196 -1.38155 1.60638
25 H -0.67704 -2.03958 1.71820
26 H -2.29265 3.24845 0.55488
27 H -3.66474 2.23589 -0.28512
28 H -2.56569 1.52935 1.07506